1.
{
  "formula": "C23H48F6N4O8S3ScSi",
  "method": "ωB97M-V/def2-TZVPD",
  "elements": ["Sc", "F", "C", "F", "F", "S", "O", "O", "N", "S", "O", "O", "C", "F", "F", "F", "C", "C", "C", "C", "O", "Si", "S", "O", "C", "C", "C", "C", "O", "C", "C", "C", "C", "H", "H", "H", "H", "H", "H", "H", "H", "H", "H", "H", "H", "H", "H", "H", "H", "H", "H", "H", "H", "H", "H", "H", "H", "H", "H", "H", "C", "C", "C", "O", "C", "H", "H", "H", "H", "H", "H", "H", "H", "C", "N", "C", "C", "N", "N", "C", "C", "H", "H", "H", "H", "H", "H", "H", "H", "H", "H", "H", "H", "H"],
  "coordinates": [[1.07258, 0.23815, -0.40419], [3.95216, 2.24588, 2.82792], [3.17083, 3.27148, 2.51290], [3.87190, 4.38750, 2.50586], [2.17962, 3.35850, 3.39063], [2.43302, 2.99590, 0.84719], [1.70802, 1.72384, 1.00770], [1.61018, 4.12237, 0.55874], [3.68682, 2.87083, -0.06825], [4.04070, 1.71235, -1.05489], [3.16684, 0.53804, -0.90635], [4.28959, 2.14277, -2.38349], [5.62666, 1.07340, -0.36893], [5.41825, 0.62097, 0.86515], [6.53636, 2.02685, -0.35000], [6.03770, 0.06909, -1.13651], [1.77106, -0.36831, 3.04922], [0.53498, -1.15649, 2.66221], [-0.54691, -0.98246, 3.71537], [0.89923, -2.62051, 2.46458], [0.04220, -0.61777, 1.36067], [-1.54640, -0.81713, 0.75062], [-1.20049, -0.33751, -1.23871], [-1.90759, -2.36648, 1.05762], [-3.18449, -3.05901, 0.99684], [-2.83786, -4.52040, 0.76432], [-4.01770, -2.50948, -0.15201], [-3.88856, -2.86814, 2.33089], [-2.59843, 0.11511, 1.54792], [-2.88580, 1.53018, 1.57901], [-3.65277, 1.76256, 2.87075], [-1.58588, 2.32419, 1.57360], [-3.74038, 1.87905, 0.36856], [2.18795, -0.80679, 3.95630], [1.53380, 0.67414, 3.24842], [2.54298, -0.41844, 2.27610], [-0.15390, -1.31590, 4.67649], [-1.43425, -1.57077, 3.48585], [-0.83464, 0.06460, 3.80657], [1.21705, -3.04143, 3.41919], [1.73047, -2.71284, 1.76360], [0.04782, -3.19161, 2.10145], [-2.31619, -4.63980, -0.18693], [-3.74290, -5.12770, 0.73990], [-2.19675, -4.88881, 1.56635], [-3.48381, -2.60925, -1.09804], [-4.25653, -1.45546, 0.00743], [-4.95692, -3.05864, -0.22432], [-3.27733, -3.26596, 3.14268], [-4.84138, -3.39892, 2.33069], [-4.07743, -1.81048, 2.51592], [-3.04133, 1.49373, 3.73306], [-4.55731, 1.15413, 2.88478], [-3.93832, 2.81127, 2.96082], [-0.94146, 2.03070, 2.40396], [-1.79283, 3.39154, 1.66285], [-1.04503, 2.16257, 0.63737], [-4.66011, 1.29282, 0.37390], [-3.20094, 1.67176, -0.55710], [-4.00901, 2.93653, 0.39246], [1.76568, -4.18852, -0.74772], [3.10285, -3.73441, -1.32253], [3.18993, -2.28712, -0.87461], [1.79979, -1.82626, -0.76070], [0.89586, -2.96920, -0.95021], [1.85527, -4.42814, 0.31305], [1.35578, -5.05634, -1.26153], [3.09418, -3.79625, -2.41151], [3.94809, -4.31478, -0.95773], [3.70093, -1.64625, -1.58404], [3.64999, -2.17925, 0.10880], [0.49182, -2.90744, -1.96146], [0.08231, -2.88142, -0.23805], [-1.05098, 4.09891, -2.05367], [-0.63189, 3.20324, -3.12153], [-0.69580, 3.77297, -4.46432], [0.15292, 2.13892, -2.83782], [0.77230, 2.00841, -1.67948], [0.27812, 1.17823, -3.78254], [1.38014, 0.23851, -3.71595], [-0.83866, 0.78023, -4.63011], [-0.26804, 4.81434, -1.78192], [-1.33889, 3.52727, -1.17382], [-1.92113, 4.65501, -2.39741], [-1.72017, 3.78444, -4.83875], [-0.07077, 3.20590, -5.14638], [-0.32379, 4.79876, -4.43402], [0.78303, 2.89348, -1.18286], [2.28200, 0.73725, -3.37015], [1.56285, -0.15138, -4.71686], [1.14991, -0.62311, -3.07223], [-1.72753, 1.34733, -4.37046], [-1.05367, -0.27659, -4.45910], [-0.60958, 0.92691, -5.68705]],
  "spin_multiplicity": 1,
  "gap_ev": 9.448,
  "relative_energy_kcal_mol": 0.0,
  "charge": 1
}

***

2.
{
  "formula": "C7H8N2O3S2",
  "method": "ωB97M-V/def2-TZVPD",
  "elements": ["C", "C", "C", "C", "C", "C", "C", "N", "N", "O", "O", "O", "S", "S", "H", "H", "H", "H", "H", "H", "H", "H"],
  "coordinates": [[1.02426, -1.76934, 1.82039], [-0.18300, -2.55241, 1.67143], [1.06284, -0.42084, 1.25123], [-1.21598, -2.11458, 0.85867], [-0.03317, -0.08906, 0.52358], [-1.16027, -0.85417, 0.29051], [-0.41843, 1.56858, -1.29006], [-0.02623, 1.33929, -0.05098], [-0.87665, 2.70742, -1.89525], [-0.13068, -1.20621, -2.35510], [-1.47932, 0.62658, -3.46205], [0.90898, 0.87575, -2.97334], [-2.39872, -0.34886, -0.85775], [-0.54684, 0.16185, -2.48862], [2.01063, -2.11745, 2.26553], [-0.28678, -3.42424, 2.26117], [1.96867, 0.09329, 1.13551], [-2.24962, -2.59166, 0.76463], [0.01166, 2.10053, 0.60031], [1.54728, 0.31296, -3.58456], [-1.65965, 3.30785, -1.48829], [-0.97158, 2.54042, -2.89655]],
  "spin_multiplicity": 1,
  "gap_ev": 7.439,
  "relative_energy_kcal_mol": 43.1
}

***

3.
{
  "formula": "CH2FNOS",
  "method": "ωB97M-V/def2-TZVPD",
  "elements": ["C", "N", "O", "F", "S", "H", "H"],
  "coordinates": [[-0.27821, -0.05626, 0.03427], [0.67284, -0.60455, 0.84115], [-1.46899, 0.65680, -2.05413], [0.97572, 0.23644, 1.96875], [-0.14966, 0.51047, -1.50150], [-1.22080, -0.18070, 0.42285], [1.46908, -0.56220, 0.28862]],
  "spin_multiplicity": 1,
  "gap_ev": 8.733,
  "relative_energy_kcal_mol": 88.3
}

***

4.
{
  "formula": "C8H7FO3",
  "method": "ωB97M-V/def2-TZVPD",
  "elements": ["C", "C", "C", "C", "C", "C", "C", "C", "H", "H", "H", "H", "H", "H", "H", "O", "O", "O", "F"],
  "coordinates": [[3.22173, -0.17323, 0.04779], [0.79505, 0.30024, -0.00450], [-0.14626, 1.27938, -0.02157], [-1.55171, 0.99652, 0.02019], [-2.01424, -0.29682, 0.04981], [-3.43173, -0.60337, -0.04599], [-1.04654, -1.31780, 0.10707], [0.32253, -1.02905, -0.02486], [3.27137, -0.64624, 1.03011], [4.00999, 0.52828, 0.03570], [3.29199, -0.87850, -0.78338], [1.19166, 2.50408, -0.26799], [-2.19495, 1.84920, 0.13516], [-3.73561, -1.70568, 0.02371], [-1.30942, -2.35805, 0.05040], [2.06842, 0.69432, -0.03631], [0.25346, 2.57769, -0.07243], [-4.24258, 0.31148, -0.07674], [1.24684, -2.03243, -0.16617]],
  "smiles": "COc1c(O)cc(C=O)cc1F",
  "spin_multiplicity": 1,
  "gap_ev": 8.927,
  "relative_energy_kcal_mol": 0.0
}

***

5.
{
  "formula": "C15H22I2N3O2SSbSe4Tc",
  "method": "ωB97M-V/def2-TZVPD",
  "elements": ["Tc", "N", "C", "O", "C", "C", "H", "H", "H", "H", "H", "H", "I", "C", "I", "H", "H", "C", "C", "C", "N", "C", "S", "N", "C", "O", "C", "C", "C", "C", "C", "C", "H", "H", "H", "H", "H", "H", "H", "H", "H", "H", "H", "H", "H", "H", "Se", "Sb", "Se", "Se", "Se"],
  "coordinates": [[1.53107, 1.64590, 1.35990], [0.17398, 1.65741, 3.26680], [0.78836, 2.83868, 2.92450], [0.35076, 3.38003, 1.86358], [2.18084, 3.07699, 3.50687], [2.95150, 1.86839, 2.93234], [-0.80873, 1.57970, 3.02030], [0.41789, 1.28196, 4.17897], [2.15808, 3.18982, 4.59512], [2.54188, 4.02201, 3.10400], [2.96834, 1.04187, 3.64307], [3.97453, 2.15339, 2.69457], [2.39784, 6.48250, 0.64467], [1.19846, 5.12904, -0.48418], [2.60431, 3.56626, -0.04747], [1.21267, 5.34188, -1.54679], [0.22738, 4.92979, -0.04749], [0.23295, -5.85751, -0.26965], [-0.52975, -4.79197, -1.07896], [-1.18762, -3.71239, -0.23288], [-0.22933, -2.81893, 0.44899], [-0.08239, -1.51997, 0.35337], [1.05314, -0.81974, 1.47614], [-0.83009, -0.83336, -0.54190], [-1.00861, 0.55917, -0.70228], [-0.28779, 1.36652, -0.15078], [-2.13357, 0.91598, -1.57131], [-2.07051, 2.10784, -2.29629], [-3.14240, 2.49637, -3.07586], [-4.29268, 1.71452, -3.11322], [-4.37022, 0.53856, -2.37788], [-3.29070, 0.12920, -1.61568], [0.34650, -5.59133, 0.78497], [1.23493, -6.01751, -0.67087], [-0.26913, -6.82041, -0.31469], [-1.35268, -5.26465, -1.61675], [0.11555, -4.35008, -1.84093], [-1.76882, -4.18887, 0.55933], [-1.87844, -3.12897, -0.83679], [0.40026, -3.28352, 1.09348], [-1.29177, -1.38114, -1.25558], [-1.16630, 2.70206, -2.27050], [-3.09150, 3.40837, -3.65427], [-5.13410, 2.02556, -3.71764], [-5.27545, -0.05243, -2.39229], [-3.37727, -0.76915, -1.01569], [3.57432, -4.11037, -0.33746], [3.37442, -1.49767, -0.61905], [2.90708, 1.02669, -0.50269], [2.61047, -2.67091, -2.58259], [5.34236, -2.69559, 0.32943]],
  "spin_multiplicity": 1,
  "gap_ev": [5.085, 5.089],
  "relative_energy_kcal_mol": 73.9,
  "charge": 3
}

***

6.
{
  "formula": "C4H10N2O",
  "method": "ωB97M-V/def2-TZVPD",
  "elements": ["C", "N", "C", "C", "C", "N", "O", "H", "H", "H", "H", "H", "H", "H", "H", "H", "H"],
  "coordinates": [[0.24494, 1.21124, 1.13165], [0.10908, -0.13393, 1.08893], [-1.26266, -0.57692, 1.32772], [0.87478, -0.88079, -0.03846], [0.17420, -0.41120, -1.35400], [0.78936, 0.86506, -1.62820], [-0.66304, 1.97343, 1.44724], [1.32769, 1.48311, 0.96188], [-1.95272, 0.39748, 1.26132], [-1.34169, -0.93571, 2.38564], [-1.66666, -1.24896, 0.56694], [1.95681, -0.80547, 0.11463], [0.83923, -2.01507, -0.07365], [0.24738, -1.12469, -2.20290], [-0.86919, -0.43284, -0.92871], [0.96072, 0.98723, -2.65504], [0.23177, 1.64805, -1.40500]],
  "smiles": "CN(C=O)CCN",
  "spin_multiplicity": 1,
  "gap_ev": 10.163,
  "relative_energy_kcal_mol": 59.9
}

***

7.
{
  "formula": "CH31O18Pb",
  "method": "ωB97M-V/def2-TZVPD",
  "elements": ["Pb", "C", "O", "O", "O", "H", "O", "H", "H", "O", "H", "H", "O", "H", "H", "O", "H", "H", "O", "H", "H", "O", "H", "H", "O", "H", "H", "O", "H", "H", "O", "H", "H", "O", "H", "H", "O", "H", "H", "O", "H", "H", "O", "H", "H", "O", "H", "H", "O", "H", "H"],
  "coordinates": [[3.15216, -0.61894, -0.67920], [0.34116, -0.09794, -0.15720], [1.11816, 0.83406, 0.01780], [-0.95684, 0.04506, 0.23080], [0.83716, -1.11694, -0.63120], [-1.25884, 0.93906, 0.56680], [-2.29984, 1.07206, -2.48320], [-1.40684, 1.36306, -2.28220], [-2.74784, 1.86606, -2.73820], [0.35316, 2.53806, -1.93220], [0.83016, 2.05806, -1.26920], [0.75416, 3.41406, -1.98220], [3.05616, 2.33106, 2.33180], [3.17216, 1.38806, 2.08180], [2.17916, 2.65706, 2.09680], [-3.75184, -0.77294, 1.40480], [-3.33084, -0.27594, 2.07080], [-3.92584, -0.12794, 0.69380], [-2.27584, -2.33794, -0.75320], [-1.98284, -1.66394, -0.14920], [-3.03584, -2.73494, -0.35420], [3.89416, 1.54906, -0.10420], [3.35616, 2.31606, 0.03680], [4.60516, 1.62206, 0.53380], [-1.97784, 0.70206, 2.87180], [-2.38784, 0.47406, 3.64680], [-1.11884, 0.36506, 2.92280], [2.77616, -2.90794, 0.56180], [2.71516, -3.72094, 0.07580], [1.88016, -2.75194, 0.84280], [-2.28084, 2.56706, 0.37180], [-3.00484, 1.98606, 0.17880], [-2.21484, 2.71706, 1.33080], [-0.24484, -3.87194, -0.79420], [-1.08784, -3.41994, -1.01720], [0.36716, -3.14894, -0.71220], [-4.19984, 0.76406, -0.58720], [-3.47184, 0.60006, -1.21520], [-4.88484, 0.08506, -0.76320], [2.89316, -0.23494, 1.85680], [3.47816, -0.72194, 2.43280], [2.03316, -0.16994, 2.24980], [0.17416, -1.68794, -3.15720], [0.30216, -1.19494, -2.39820], [-0.41984, -2.35794, -2.83720], [0.43116, 2.66706, 1.85780], [0.64716, 2.42706, 2.73180], [0.64416, 1.91106, 1.30180], [2.84316, -2.23294, -2.49420], [3.45616, -2.83794, -2.89820], [1.97716, -2.25094, -2.91020]],
  "spin_multiplicity": 1,
  "gap_ev": 8.930,
  "relative_energy_kcal_mol": 20.2,
  "charge": 1
}

***

8.
{
  "formula": "C12H36O12",
  "method": "ωB97M-V/def2-TZVPD",
  "elements": ["C", "C", "O", "O", "H", "H", "H", "H", "H", "H", "C", "C", "O", "O", "H", "H", "H", "H", "H", "H", "C", "C", "O", "O", "H", "H", "H", "H", "H", "H", "C", "C", "O", "O", "H", "H", "H", "H", "H", "H", "C", "C", "O", "O", "H", "H", "H", "H", "H", "H", "C", "C", "O", "O", "H", "H", "H", "H", "H", "H"],
  "coordinates": [[2.91945, 4.95835, -6.57914], [3.75369, 3.74429, -5.98908], [3.51567, 2.62367, -6.87176], [3.15805, 5.17715, -7.99103], [3.03038, 5.89910, -6.03990], [1.91681, 4.53981, -6.49177], [3.41351, 3.63360, -4.95945], [4.81886, 3.97024, -6.03854], [3.61981, 2.94714, -7.76960], [3.16479, 6.11625, -8.19013], [-5.19332, 0.57850, -4.99386], [-4.85039, 0.98449, -6.39003], [-3.60073, 0.53797, -6.82854], [-5.59453, -0.70048, -5.16985], [-6.00833, 1.13089, -4.52618], [-4.29902, 0.62910, -4.37276], [-5.02738, 2.05992, -6.37574], [-5.55439, 0.56032, -7.10596], [-3.50755, 0.79436, -7.74896], [-4.80901, -1.22469, -5.34239], [-3.31195, -4.91223, 5.76174], [-4.16968, -5.90261, 5.02566], [-5.38379, -5.37283, 4.47270], [-3.71925, -4.77271, 7.08259], [-3.21878, -3.95205, 5.25433], [-2.29223, -5.29123, 5.82983], [-4.39057, -6.83811, 5.53961], [-3.78016, -6.19376, 4.05015], [-5.22946, -5.14805, 3.55223], [-4.54236, -4.28088, 7.03570], [0.93279, -0.30420, 0.81732], [1.87577, -1.00580, 1.81081], [1.22985, -2.23869, 2.09235], [-0.48630, -0.23916, 1.32126], [0.89558, -0.79134, -0.15706], [1.34135, 0.68889, 0.63038], [1.99743, -0.38323, 2.69720], [2.88762, -1.15354, 1.43340], [0.31151, -2.03430, 1.90137], [-0.93476, 0.52296, 0.94755], [6.05848, -7.84101, 5.55035], [5.54784, -7.11561, 4.26425], [4.38564, -7.59424, 3.74807], [5.79741, -9.23947, 5.68097], [5.47976, -7.36216, 6.34022], [7.10870, -7.65494, 5.77513], [6.27677, -7.18139, 3.45652], [5.64620, -6.06876, 4.55154], [3.97447, -6.86003, 3.28604], [4.89525, -9.30979, 6.00154], [-0.96869, 8.95541, 1.64732], [-1.63386, 7.97641, 0.62098], [-0.68442, 7.45855, -0.34179], [-0.48531, 10.11233, 1.03495], [-0.08985, 8.46559, 2.06661], [-1.63874, 9.29373, 2.43769], [-2.34726, 8.63916, 0.13116], [-2.12982, 7.13973, 1.11302], [0.07907, 8.03993, -0.31590], [-0.15043, 10.78967, 1.62712]],
  "smiles": "OCCO.OCCO.OCCO.OCCO.OCCO.OCCO",
  "spin_multiplicity": 1,
  "gap_ev": 10.202,
  "relative_energy_kcal_mol": 82.1
}